{
  "formula": "C13H68N4O22PS",
  "method": "ωB97M-V/def2-TZVPD",
  "species": ["C", "C", "C", "C", "C", "C", "C", "C", "C", "C", "C", "N", "C", "N", "C", "N", "N", "P", "O", "O", "S", "H", "H", "H", "H", "H", "H", "H", "H", "H", "H", "H", "H", "H", "H", "H", "H", "H", "H", "H", "H", "H", "H", "H", "H", "H", "H", "H", "H", "O", "H", "H", "O", "H", "H", "O", "H", "H", "O", "H", "H", "O", "H", "H", "O", "H", "H", "O", "H", "H", "O", "H", "H", "O", "H", "H", "O", "H", "H", "O", "H", "H", "O", "H", "H", "O", "H", "H", "O", "H", "H", "O", "H", "H", "O", "H", "H", "O", "H", "H", "O", "H", "H", "O", "H", "H", "O", "H", "H"],
  "positions_angstrom": [[4.83365, -4.40212, 0.73676], [5.54848, -2.96409, 0.39703], [4.38568, -1.87587, -0.11311], [3.63676, -1.17256, 1.20127], [2.36369, -0.23175, 0.77431], [1.17794, -0.14194, 1.93734], [-0.35182, -0.22215, 1.27457], [-0.88731, -1.75980, 1.06751], [-2.21537, -2.14511, 1.97106], [-3.62187, -1.51838, 1.36998], [-4.60733, -2.73550, 0.86142], [-6.07187, -2.54510, 1.19021], [-6.73593, -1.70155, 2.29902], [-8.25030, -1.77886, 2.34648], [-8.47433, -2.74001, 1.18625], [-9.77120, -3.09745, 0.91342], [-7.15557, -3.13767, 0.52426], [-7.22626, -4.22461, -0.88608], [-5.93215, -4.02446, -2.03998], [-8.72518, -4.02286, -1.81865], [-7.23578, -6.09366, -0.29674], [5.11678, -4.68534, 1.83655], [5.07072, -5.25902, -0.04923], [3.65613, -4.23442, 0.66118], [6.33916, -3.08725, -0.46777], [6.08938, -2.45954, 1.31628], [3.60384, -2.45812, -0.79979], [4.99632, -1.05932, -0.73169], [4.44413, -0.46425, 1.69304], [3.34854, -1.96009, 2.03381], [2.79173, 0.85648, 0.58951], [1.84768, -0.56254, -0.23021], [1.33777, -0.89375, 2.81991], [1.26094, 0.95643, 2.38796], [-0.23732, 0.25550, 0.19053], [-1.12823, 0.42883, 1.89298], [-0.02092, -2.48186, 1.44657], [-1.02301, -2.00575, -0.08935], [-2.23413, -3.32980, 2.03217], [-2.14978, -1.77192, 3.09181], [-4.13312, -0.73130, 2.06845], [-3.30853, -0.92490, 0.38273], [-4.27968, -3.75007, 1.39844], [-4.37427, -2.89808, -0.27993], [-6.17650, -1.00764, 3.09133], [-10.29133, -2.76713, 0.04718], [-10.30626, -3.79488, 1.51164], [-5.79451, -3.01205, -2.07332], [-8.66959, -3.03885, -2.08960], [-7.57600, -0.86837, -1.93889], [-6.78828, -0.36899, -2.20166], [-7.25452, -1.46527, -1.24655], [5.74908, 0.94250, 0.30595], [5.01408, 1.56025, 0.17524], [6.31805, 1.38886, 0.95095], [4.34209, 3.72415, 0.18215], [4.13221, 4.19651, -0.63744], [5.00690, 4.28367, 0.61106], [3.18627, 4.74439, -2.61409], [2.61405, 4.63925, -3.38896], [4.08088, 4.62069, -2.96532], [0.63849, 5.15841, -3.99861], [0.06730, 5.40303, -4.74213], [0.17542, 5.50847, -3.22271], [-10.35791, -7.93420, -1.42477], [-10.56779, -7.46184, -2.24437], [-9.69310, -7.37468, -0.99587], [-4.87525, 0.14542, -3.20534], [-5.44747, 0.04027, -3.98021], [-3.98064, 0.02171, -3.55657], [6.38755, 5.62015, 1.33501], [5.65256, 6.23790, 1.20430], [6.95653, 6.06650, 1.98001], [5.60755, -6.64229, -1.87093], [4.94724, -6.61932, -2.57972], [5.74185, -7.58781, -1.70676], [-8.60227, -6.55003, 3.11163], [-8.62088, -6.04539, 2.28464], [-7.88021, -6.14611, 3.61606], [5.58057, 8.20000, 1.73308], [5.37069, 8.67236, 0.91348], [6.24538, 8.75952, 2.16198], [2.16566, 6.54832, 0.48469], [2.61128, 6.09461, -0.24640], [2.51971, 6.11823, 1.27757], [2.32475, -3.13235, -2.52523], [1.75253, -3.23750, -3.30010], [3.21936, -3.25606, -2.87646], [-3.51245, -6.15765, -1.18680], [-4.24744, -5.53991, -1.31751], [-2.94347, -5.71130, -0.54180], [4.96217, 0.35642, 3.56632], [5.90690, 0.19795, 3.71224], [4.52757, -0.17092, 4.25336], [8.47485, -3.34889, -0.29821], [9.42668, -3.25214, -0.45176], [8.29511, -4.27509, -0.51918], [5.28057, 10.05953, -0.59900], [5.07069, 10.53189, -1.41860], [5.94538, 10.61905, -0.17010], [4.80083, 7.01768, -0.76922], [4.52690, 7.86578, -1.14950], [4.26891, 6.94001, 0.03701], [-1.49917, 7.11380, -2.72650], [-1.77310, 7.96190, -3.10678], [-2.03109, 7.03612, -1.92027], [2.17485, 9.41879, 0.51485], [3.12668, 9.51554, 0.36130], [1.99511, 8.49259, 0.29388]],
  "atomic_forces_ev_per_a": [[-0.50, 0.52, 0.03], [-0.77, 0.58, -0.83], [0.66, -0.37, 0.36], [0.79, 0.40, -0.53], [-0.09, 0.06, 0.24], [-0.21, 1.55, -0.27], [0.53, 0.11, -0.62], [0.68, -0.36, 0.68], [0.06, -0.20, 0.22], [0.63, 0.20, -1.33], [2.02, -1.08, 0.43], [-3.62, 3.22, 3.01], [-2.19, -1.49, -1.53], [6.62, -3.95, -5.09], [1.89, 2.88, 3.08], [-0.31, -0.66, -1.03], [-3.04, 1.80, 1.03], [-0.92, -4.96, -2.90], [-2.52, 3.19, 3.06], [4.05, 3.18, 2.06], [0.23, 2.01, -0.17], [-0.65, 0.10, -2.17], [-0.21, 1.88, 1.88], [2.44, -0.42, 0.41], [-1.76, 0.34, 1.93], [-1.02, -1.28, -1.79], [1.70, 1.46, 1.56], [-1.77, -1.61, 1.36], [-1.88, -1.70, -1.13], [0.36, 1.29, -1.87], [-1.05, -2.19, 0.35], [1.17, 0.36, 1.88], [-0.38, 1.23, -1.78], [-0.20, -2.41, -0.72], [-0.39, -0.80, 2.40], [1.61, -1.42, -1.24], [-1.84, 1.48, -0.86], [-0.05, 0.47, 2.53], [-0.30, 2.42, -0.19], [0.28, -0.70, -2.38], [0.93, -1.77, -1.20], [-0.86, -1.15, 2.19], [-0.83, 2.21, -1.11], [-1.13, 0.37, 2.19], [-0.98, -1.97, -2.20], [1.36, -0.84, 1.52], [1.27, 1.45, -0.85], [0.10, -1.89, -0.66], [-0.59, -1.71, -0.17], [0.18, -0.70, 0.24], [0.03, 0.08, 0.00], [-0.05, 0.64, 0.02], [0.24, 0.32, 0.19], [0.21, 0.13, 0.04], [-0.25, -0.09, -0.29], [-0.16, 0.43, -0.06], [-0.06, -0.28, -0.01], [0.24, -0.26, 0.04], [0.44, -0.14, -0.24], [-0.24, 0.12, 0.24], [-0.23, 0.13, 0.18], [-0.32, 0.03, -0.11], [0.26, -0.08, 0.30], [0.09, 0.08, -0.21], [0.13, 0.49, -0.12], [0.05, -0.23, 0.25], [-0.17, -0.23, -0.14], [-0.18, -0.35, -0.27], [0.24, 0.14, 0.06], [-0.22, 0.10, 0.18], [-0.12, -0.33, 0.17], [0.79, 0.17, 0.17], [-0.36, -0.21, -0.30], [-0.18, -0.41, -0.29], [0.23, 0.04, 0.25], [-0.01, 0.32, -0.01], [0.18, 0.58, -0.10], [0.09, -0.35, 0.13], [-0.23, -0.25, -0.08], [0.10, 0.75, 0.17], [0.12, -0.18, 0.02], [-0.28, -0.26, 0.00], [0.43, -0.30, 0.06], [-0.34, -0.14, -0.13], [-0.27, 0.06, -0.11], [-0.09, -0.18, -0.59], [0.18, 0.03, 0.26], [-0.21, 0.10, 0.21], [-0.06, 0.59, 0.28], [0.13, -0.32, -0.07], [-0.05, -0.29, -0.23], [0.32, -0.05, 0.67], [-0.28, 0.06, -0.07], [0.11, 0.17, -0.26], [0.65, -0.35, -0.17], [-0.29, 0.01, 0.05], [-0.02, 0.26, 0.09], [0.13, 0.44, -0.10], [-0.03, -0.18, 0.23], [-0.19, -0.15, -0.13], [-0.23, 0.08, 0.03], [0.12, -0.27, 0.07], [-0.04, 0.27, -0.34], [-0.37, 0.19, 0.16], [0.19, -0.28, 0.09], [0.24, 0.00, -0.24], [0.33, 0.04, -0.28], [-0.30, 0.11, 0.10], [0.02, 0.02, 0.25]],
  "orbital_gap_ev": 5.52,
  "total_charge": 1
}